20
Properties=species:S:1:pos:R:3:forces:R:3:nbo_charge:R:1 method="wB97M-V/def2-TZVPD" smiles="CCC(CC)(N=O)[N+](=O)[O-]" max_force_ev_per_a=4.46 lumo_energy_ev=-0.4 homo_lumo_gap_ev=9.0828 e_above_lowest_kj_mol=843.45 homo_ev=-9.50
C 0.367741 -1.869831 1.788581 3.43 1.65 0.05 -0.62
C -0.226187 -1.180199 0.543532 -2.76 0.65 1.92 -0.48
C 0.579351 -0.090270 -0.021353 -1.72 2.87 -2.95 0.13
C -0.275219 0.678874 -1.459241 1.93 1.98 0.37 -0.34
C -1.544926 1.586129 -1.262363 2.39 0.34 2.12 -0.64
N 1.787560 -0.239272 -0.765740 1.59 -0.73 -0.13 0.13
O 2.053966 -1.342263 -1.174994 -0.62 0.23 0.31 -0.28
N 0.754159 1.136014 0.868479 -0.48 -2.73 -1.82 0.55
O -0.018009 1.125349 1.762480 -1.62 0.91 2.64 -0.38
O 1.526874 1.969310 0.573239 1.68 1.97 -0.38 -0.34
H -0.221583 -2.323860 2.588351 -0.51 -0.04 -0.82 0.24
H 0.946100 -0.986961 2.369314 -1.00 -2.23 -1.15 0.21
H 1.138294 -2.588042 1.366162 -0.73 0.63 1.09 0.22
H -0.286508 -1.787426 -0.353857 -0.81 -0.83 0.32 0.24
H -1.256636 -0.688762 0.929235 2.09 -1.26 -1.63 0.25
H 0.582908 1.328702 -1.964556 -1.72 -1.51 1.31 0.23
H -0.595615 -0.039970 -2.180762 0.53 -1.29 -0.10 0.21
H -2.413287 0.975929 -1.453027 -0.42 0.19 0.07 0.22
H -1.504048 1.927203 -0.127758 -0.58 -0.08 -2.50 0.23
H -1.394928 2.409339 -2.025713 -0.66 -0.72 1.27 0.24